Run i
Molecular formula: C3H5N3O
Method: DFT, ωB97M-V/def2-TZVPD

- HOMO: -9.367 eV
- Frontier orbital gap: 10.25 eV

```
12
C3H5N3O | the OMol25 dataset | ωB97M-V/def2-TZVPD
O -2.25 0.96 0.35
C -1.87 -0.12 -0.41
C 0.10 -0.20 -0.21
N -0.52 0.15 -1.19
N 2.35 0.10 -0.69
C 2.06 -0.35 0.47
N 0.72 -0.56 0.80
H -2.25 1.73 -0.24
H -2.47 -0.35 -1.27
H -1.86 -0.99 0.28
H 3.34 0.21 -0.84
H 2.74 -0.61 1.27
```



Run ii
Molecular formula: C3H5N3O
Method: DFT, ωB97M-V/def2-TZVPD

- HOMO: -9.143 eV
- Frontier orbital gap: 8.40 eV

```
12
C3H5N3O | the OMol25 dataset | ωB97M-V/def2-TZVPD
O 1.38 1.84 0.86
C 0.58 1.74 -0.23
C -0.03 0.13 -0.34
N 0.86 -0.10 -1.16
N -0.29 -2.30 -0.67
C -1.09 -1.68 0.12
N -1.02 -0.31 0.37
H 2.28 1.58 0.62
H 0.99 2.15 -1.15
H -0.39 2.20 -0.02
H -0.49 -3.29 -0.74
H -1.91 -2.17 0.65
```



In eV, relative to the most stable structure: run i 0.000; run ii 1.068.



Run i
Molecular formula: C3H5N3O
Method: DFT, ωB97M-V/def2-TZVPD

- HOMO: -9.327 eV
- SMILES: Cc1nc(=O)[nH][nH]1
- Frontier orbital gap: 9.87 eV

```
12
C3H5N3O | the OMol25 dataset | ωB97M-V/def2-TZVPD
C 1.74 -0.66 0.10
C 0.35 -0.09 -0.13
N -0.39 -1.16 -0.22
C -1.69 -0.51 -0.07
O -2.76 -0.91 0.08
N -1.55 0.87 -0.19
N -0.21 1.13 -0.01
H 2.50 -0.17 0.88
H 1.64 -1.66 -0.12
H 2.32 -0.18 -0.71
H -2.11 1.22 0.61
H 0.15 2.13 -0.21
```



Run ii
Molecular formula: C3H5N3O
Method: DFT, ωB97M-V/def2-TZVPD

- HOMO: -9.946 eV
- SMILES: OCc1nc[nH]n1
- Frontier orbital gap: 10.81 eV

```
12
C3H5N3O | the OMol25 dataset | ωB97M-V/def2-TZVPD
O 0.70 -2.08 -1.38
C 0.35 -0.72 -1.42
C -0.08 -0.03 -0.17
N 0.46 -0.05 1.09
C -0.13 0.98 1.67
N -0.97 1.58 0.81
N -0.96 0.93 -0.37
H -0.08 -2.61 -1.18
H -0.46 -0.45 -2.11
H 1.24 -0.20 -1.79
H 0.03 1.35 2.67
H -1.56 2.39 0.91
```



In eV, relative to the most stable structure: run i 1.764; run ii 0.000.



Run i
Molecular formula: C3H5N3O
Method: DFT, ωB97M-V/def2-TZVPD

- HOMO: -8.146 eV
- SMILES: Nc1cnc(O)[nH]1
- Frontier orbital gap: 8.99 eV

```
12
C3H5N3O | the OMol25 dataset | ωB97M-V/def2-TZVPD
N 2.12 -0.29 -0.08
C 0.75 0.01 -0.04
C 0.03 1.16 -0.11
N -1.30 0.89 0.00
C -1.39 -0.41 0.12
O -2.65 -0.82 0.23
N -0.20 -1.03 0.11
H 2.51 -0.13 -1.00
H 2.63 0.27 0.60
H 0.36 2.18 -0.22
H -2.91 0.16 0.16
H 0.04 -2.00 0.21
```



Run ii
Molecular formula: C3H5N3O
Method: DFT, ωB97M-V/def2-TZVPD

- HOMO: -8.123 eV
- SMILES: N/C(=C/[O-])C1=N[NH2+]1
- Frontier orbital gap: 8.53 eV

```
12
C3H5N3O | the OMol25 dataset | ωB97M-V/def2-TZVPD
N 0.15 1.66 0.01
C 0.49 0.28 0.02
C 1.81 -0.33 0.03
O 1.99 -1.54 0.03
C -0.48 -0.69 -0.01
N -0.86 -1.91 -0.05
N -1.91 -0.80 -0.04
H 0.44 2.14 0.86
H 0.56 2.16 -0.77
H 2.67 0.37 0.04
H -2.41 -0.64 -0.91
H -2.46 -0.71 0.81
```



In eV, relative to the most stable structure: run i 0.000; run ii 3.172.



Run i
Molecular formula: C3H5N3O
Method: DFT, ωB97M-V/def2-TZVPD

- HOMO: -8.988 eV
- SMILES: COc1c[nH]nn1
- Frontier orbital gap: 9.96 eV

```
12
C3H5N3O | the OMol25 dataset | ωB97M-V/def2-TZVPD
C 0.09 2.05 0.72
O 0.69 0.75 0.82
C 0.07 -0.18 0.09
C 0.35 -1.52 0.22
N -0.33 -2.07 -0.86
N -1.00 -1.19 -1.55
N -0.80 0.04 -1.00
H 0.92 2.65 1.25
H 0.18 2.34 -0.36
H -1.01 2.04 1.14
H 1.27 -1.87 0.85
H -0.43 -3.03 -1.32
```



Run ii
Molecular formula: C3H5N3O
Method: DFT, ωB97M-V/def2-TZVPD

- HOMO: -9.224 eV
- SMILES: [H]/N=c1/ncon1C
- Frontier orbital gap: 10.00 eV

```
12
C3H5N3O | the OMol25 dataset | ωB97M-V/def2-TZVPD
H -1.23 1.94 -0.40
N -0.27 2.16 -0.14
C 0.37 1.06 -0.12
N 1.74 0.94 0.12
C 1.94 -0.32 0.02
O 0.92 -1.12 -0.33
N -0.17 -0.24 -0.50
C -1.30 -0.80 0.19
H 2.89 -0.86 0.11
H -1.12 -1.04 1.25
H -2.11 -0.05 0.13
H -1.66 -1.66 -0.34
```



In eV, relative to the most stable structure: run i 0.521; run ii 0.000.



Run i
Molecular formula: C3H5N3O
Method: DFT, ωB97M-V/def2-TZVPD

- HOMO: -8.013 eV
- SMILES: Nc1c[nH]c(=O)[nH]1
- Frontier orbital gap: 8.80 eV

```
12
C3H5N3O | the OMol25 dataset | ωB97M-V/def2-TZVPD
N -1.86 0.80 0.47
C -0.58 0.29 0.23
C 0.13 -0.52 1.03
N 1.29 -0.91 0.37
C 1.35 -0.33 -0.89
O 2.24 -0.45 -1.72
N 0.19 0.42 -0.96
H -2.61 0.39 -0.06
H -1.99 1.80 0.59
H -0.11 -0.86 2.02
H 2.00 -1.55 0.70
H -0.06 0.92 -1.79
```



Run ii
Molecular formula: C3H5N3O
Method: DFT, ωB97M-V/def2-TZVPD

- HOMO: -8.105 eV
- SMILES: Nc1nc(O)c[nH]1
- Frontier orbital gap: 8.94 eV

```
12
C3H5N3O | the OMol25 dataset | ωB97M-V/def2-TZVPD
N -0.33 1.54 -1.66
C -0.10 0.72 -0.54
N -0.97 0.41 0.38
C -0.34 -0.57 1.12
O -1.00 -1.41 1.97
C 0.91 -0.83 0.66
N 1.10 0.08 -0.39
H -1.29 1.86 -1.66
H -0.18 1.01 -2.52
H -1.09 -1.10 2.87
H 1.69 -1.49 0.99
H 1.59 -0.23 -1.21
```



In eV, relative to the most stable structure: run i 0.000; run ii 0.728.



Run i
Molecular formula: C3H5N3O
Method: DFT, ωB97M-V/def2-TZVPD

- HOMO: -9.207 eV
- Frontier orbital gap: 9.76 eV

```
12
C3H5N3O | the OMol25 dataset | ωB97M-V/def2-TZVPD
N 2.00 0.03 0.24
C 0.63 0.14 -0.01
C -0.17 1.31 0.19
N -1.44 0.76 0.19
C -1.51 -0.64 0.12
O -2.49 -1.35 0.14
N -0.18 -1.00 0.00
H 2.52 -0.41 -0.52
H 2.39 0.93 0.47
H 0.39 0.89 -1.02
H -2.29 1.30 0.23
H 0.13 -1.96 -0.03
```



Run ii
Molecular formula: C3H5N3O
Method: DFT, ωB97M-V/def2-TZVPD

- HOMO: -8.120 eV
- Frontier orbital gap: 7.94 eV

```
12
C3H5N3O | the OMol25 dataset | ωB97M-V/def2-TZVPD
N -1.69 -0.38 0.19
C -0.30 -0.04 0.49
C -0.07 0.12 1.84
O 1.24 0.38 1.90
N 1.86 0.40 0.64
C 0.92 0.13 -0.22
N 1.24 -0.02 -1.58
H -2.24 0.31 -0.33
H -1.86 -1.30 -0.22
H -2.02 -0.38 1.18
H 0.70 0.58 -2.19
H 2.23 0.20 -1.70
```



In eV, relative to the most stable structure: run i 0.000; run ii 2.498.



Run i
Molecular formula: C3H5N3O
Method: DFT, ωB97M-V/def2-TZVPD

- HOMO: -9.992 eV
- SMILES: COn1ccnn1
- Frontier orbital gap: 10.93 eV

```
12
C3H5N3O | the OMol25 dataset | ωB97M-V/def2-TZVPD
C 2.04 -0.35 0.27
O 1.18 0.27 -0.72
N -0.17 0.07 -0.45
C -1.08 1.01 -0.12
C -2.21 0.20 0.05
N -1.86 -1.11 -0.12
N -0.60 -1.16 -0.46
H 3.04 -0.09 0.02
H 1.66 0.02 1.24
H 2.00 -1.44 0.19
H -0.81 2.05 -0.10
H -3.18 0.52 0.20
```



Run ii
Molecular formula: C3H5N3O
Method: DFT, ωB97M-V/def2-TZVPD

- HOMO: -8.853 eV
- Frontier orbital gap: 9.64 eV

```
12
C3H5N3O | the OMol25 dataset | ωB97M-V/def2-TZVPD
N 1.92 -0.77 0.34
C 0.63 -0.53 -0.05
C -0.66 2.02 -0.50
N -1.30 1.07 0.13
C -0.68 -0.12 0.61
O -1.28 -0.85 1.37
N -0.03 -1.06 -1.00
H 2.43 -1.43 -0.22
H 2.49 -0.20 0.96
H -1.42 2.81 -0.68
H -2.29 1.05 0.39
H 0.20 -1.98 -1.34
```



In eV, relative to the most stable structure: run i 0.000; run ii 0.282.



Run i
Molecular formula: C3H5N3O
Method: DFT, ωB97M-V/def2-TZVPD

- HOMO: -9.041 eV
- SMILES: CN(C#N)/C=N/O
- Frontier orbital gap: 9.75 eV

```
12
C3H5N3O | the OMol25 dataset | ωB97M-V/def2-TZVPD
C -0.57 1.70 -0.27
N 0.22 0.53 0.05
C 1.41 0.69 0.60
N 2.44 0.86 1.08
C -0.30 -0.72 -0.14
N 0.36 -1.76 0.18
O -0.29 -2.96 -0.07
H 0.07 2.60 -0.27
H -1.38 1.85 0.47
H -1.02 1.58 -1.27
H -1.30 -0.74 -0.58
H 0.34 -3.63 0.21
```



Run ii
Molecular formula: C3H5N3O
Method: DFT, ωB97M-V/def2-TZVPD

- HOMO: -8.930 eV
- SMILES: Cn1cc(O)nn1
- Frontier orbital gap: 9.77 eV

```
12
C3H5N3O | the OMol25 dataset | ωB97M-V/def2-TZVPD
C -0.03 1.58 -1.22
N 0.15 0.50 -0.29
C -0.70 -0.50 0.02
C 0.00 -1.25 0.95
O -0.37 -2.37 1.59
N 1.20 -0.66 1.13
N 1.28 0.38 0.39
H 0.91 2.14 -1.26
H -0.27 1.19 -2.22
H -0.85 2.23 -0.87
H -1.68 -0.61 -0.40
H 0.36 -2.63 2.16
```



In eV, relative to the most stable structure: run i 1.527; run ii 0.000.



Run i
Molecular formula: CHN5O
Method: DFT, ωB97M-V/def2-TZVPD

- HOMO: -9.521 eV
- Frontier orbital gap: 7.91 eV

```
8
CHN5O | the OMol25 dataset | ωB97M-V/def2-TZVPD
C -1.24 -0.28 -0.17
N -1.36 0.88 0.00
N -0.47 1.83 0.25
N 0.70 1.36 0.33
N 1.49 -0.85 0.42
N 0.83 0.15 -0.03
O 1.45 -1.93 -0.20
H -1.40 -1.15 -0.60
```



Run ii
Molecular formula: CHN5O
Method: DFT, ωB97M-V/def2-TZVPD

- HOMO: -11.161 eV
- SMILES: N=C=O.N#N.N#N
- Frontier orbital gap: 12.22 eV

```
8
CHN5O | the OMol25 dataset | ωB97M-V/def2-TZVPD
N 0.70 1.28 0.38
C -0.44 0.99 0.73
O -1.34 0.46 1.28
H 1.07 1.73 -0.43
N -1.75 1.17 -1.59
N -2.34 2.11 -1.53
N -0.58 -2.02 2.44
N -0.50 -2.18 1.36
```



In eV, relative to the most stable structure: run i 9.845; run ii 0.000.



Run i
Molecular formula: C5H9NS
Method: DFT, ωB97M-V/def2-TZVPD

- HOMO: -8.663 eV
- SMILES: C[C@@]12CSC[C@H]1N2
- Frontier orbital gap: 9.38 eV

```
16
C5H9NS | the OMol25 dataset | ωB97M-V/def2-TZVPD
C -0.88 1.37 0.05
C -0.41 0.06 -0.62
C 0.91 -0.06 -1.34
S 2.01 -0.04 0.14
C 0.69 -0.45 1.59
C -0.24 -0.96 0.43
N -1.49 -1.02 -0.44
H -1.60 1.06 0.72
H -0.19 2.03 0.62
H -1.46 2.09 -0.56
H 0.77 -1.14 -1.57
H 1.06 0.77 -2.05
H 1.18 -0.94 2.39
H 0.53 0.53 2.05
H 0.28 -1.73 -0.02
H -1.16 -1.56 -1.39
```



Run ii
Molecular formula: C5H9NS
Method: DFT, ωB97M-V/def2-TZVPD

- HOMO: -8.580 eV
- SMILES: C[C@H]1CN[C@@H]1C=S
- Frontier orbital gap: 8.56 eV

```
16
C5H9NS | the OMol25 dataset | ωB97M-V/def2-TZVPD
C -0.72 1.62 -0.24
C -0.21 0.28 0.68
C -1.22 -0.86 0.27
N -0.06 -1.67 -0.42
C 0.83 -0.54 -0.20
C 2.12 -0.55 0.53
S 3.38 0.08 -0.09
H -0.11 2.66 -0.42
H -0.80 1.33 -1.25
H -1.89 1.77 0.15
H 0.06 0.57 1.63
H -1.88 -1.36 1.02
H -2.06 -0.54 -0.52
H -0.16 -1.90 -1.44
H 0.90 -0.05 -1.26
H 1.82 -0.85 1.58
```



In eV, relative to the most stable structure: run i 1.295; run ii 0.000.



Run i
Molecular formula: C2H4Br2
Method: DFT, ωB97M-V/def2-TZVPD

- HOMO: -10.291 eV
- SMILES: BrCCBr
- Frontier orbital gap: 10.97 eV

```
8
C2H4Br2 | the OMol25 dataset | ωB97M-V/def2-TZVPD
Br 1.90 -0.58 1.25
C 0.14 -0.53 0.41
C -0.05 0.67 -0.50
Br -1.80 0.31 -1.27
H -0.59 -0.56 1.17
H 0.03 -1.64 0.05
H 0.62 0.89 -1.28
H -0.26 1.45 0.17
```



Run ii
Molecular formula: C2H4Br2
Method: DFT, ωB97M-V/def2-TZVPD

- HOMO: -9.953 eV
- SMILES: BrCCBr
- Frontier orbital gap: 10.62 eV

```
8
C2H4Br2 | the OMol25 dataset | ωB97M-V/def2-TZVPD
Br 0.78 -0.11 2.07
C -0.47 -0.22 0.59
C 0.13 0.33 -0.72
Br 1.86 -0.52 -1.11
H -1.36 0.25 0.98
H -0.72 -1.26 0.43
H 0.31 1.40 -0.67
H -0.52 0.13 -1.56
```



In eV, relative to the most stable structure: run i 0.317; run ii 0.000.



Run i
Molecular formula: CH7N2O
Method: DFT, ωB97M-V/def2-TZVPD

- HOMO: -15.291 eV
- Net charge: +1
- Frontier orbital gap: 11.39 eV

```
11
CH7N2O | the OMol25 dataset | ωB97M-V/def2-TZVPD
N 0.14 -0.56 2.27
H 0.33 0.02 3.08
H -0.77 -0.90 2.29
H 0.89 0.08 1.02
H 0.64 -1.51 2.25
C 0.12 0.01 -1.59
N -0.54 1.04 -2.09
O 0.91 0.07 -0.53
H 0.05 -1.02 -2.05
H -1.10 0.81 -2.92
H -0.67 1.96 -1.72
```



Run ii
Molecular formula: CH7N2O
Method: DFT, ωB97M-V/def2-TZVPD

- HOMO: -15.993 eV
- Net charge: +1
- Frontier orbital gap: 12.56 eV

```
11
CH7N2O | the OMol25 dataset | ωB97M-V/def2-TZVPD
N -0.29 -0.10 0.29
C 0.98 -0.41 0.26
N 1.66 -1.21 1.04
H -0.83 -0.41 1.10
H -0.67 0.55 -0.38
H 1.49 0.04 -0.59
H 2.66 -1.28 0.86
H 1.44 -1.47 1.99
H -2.04 1.20 -2.26
H -2.44 2.15 -1.16
O -1.87 1.40 -1.33
```



In eV, relative to the most stable structure: run i 2.267; run ii 0.000.